ORCA calculation (the ωB97M-V functional and the def2-TZVPD basis) on a cluster of 2 separate species, C5H13NO in total.

The geometry in ORCA input format:
```
! RIJCOSX wB97M-V def2-TZVPD def2/J DEFGRID3
* xyz 0 1
C -2.847 0.754 0.762
C -1.558 0.717 -0.118
C -0.327 0.646 0.422
C 0.813 0.863 -0.576
N 1.693 -0.204 -0.718
C 2.399 -0.504 0.562
H -3.309 1.661 1.059
H -2.465 0.296 1.694
H -3.663 0.332 0.129
H -1.628 0.760 -1.267
H -0.097 1.040 1.472
H 1.431 1.760 -0.324
H 0.299 1.161 -1.570
H 2.492 -0.135 -1.338
H 3.148 -1.272 0.244
H 1.727 -0.810 1.349
H 2.830 0.369 1.005
O -0.553 -2.773 -1.170
H -0.412 -1.848 -1.326
H 0.029 -2.813 -0.291
*
```

Output
calculated total energy: -328.2050 Ha
SMILES: C/C=C/CNC.O

These are the natural (NBO) partial charges, in e, on atoms 1 to 2: atom 1 (C): -0.667, atom 2 (C): -0.125

***

ORCA calculation (the ωB97M-V functional and the def2-TZVPD basis) on a structure of composition C10H17NO2Sr.

The geometry in ORCA input format:
```
! RIJCOSX wB97M-V def2-TZVPD def2/J DEFGRID3
* xyz 0 1
C 1.057 -1.749 -1.627
C 0.360 1.445 -0.889
C -0.354 -1.624 -1.190
H 1.129 -2.278 -2.597
C -0.933 1.278 -0.563
H 0.971 2.142 -0.299
H -0.755 -2.511 -0.684
H -1.361 1.883 0.249
C -1.374 -0.876 -1.948
H -2.250 -1.550 -2.017
H -1.069 -0.668 -2.987
C 1.893 -0.437 -1.768
H 2.608 -0.594 -2.589
H 2.552 -0.281 -0.886
C 1.085 0.848 -2.071
H 0.420 0.666 -2.928
H 1.819 1.603 -2.412
C -1.932 0.438 -1.301
H -2.439 1.012 -2.098
H -2.729 0.168 -0.588
Sr 0.875 -0.921 1.106
H 1.599 -2.430 -0.917
N 0.926 0.874 2.930
C -0.441 0.904 3.510
C -0.851 -0.559 3.677
O -0.993 -0.996 4.807
O -0.934 -1.180 2.530
H 1.585 0.801 3.712
H 1.128 1.797 2.520
H -0.453 1.390 4.495
H -1.139 1.404 2.824
*
```

Output
calculated total energy: -627.1414 Ha

These are the Mulliken partial charges, in e, on atoms 1 to 2: atom 1 (C): -0.874, atom 2 (C): -0.508

***

ORCA calculation (the ωB97M-V functional and the def2-TZVPD basis) on a structure of composition C21H34Br6O11S.

The geometry in ORCA input format:
```
! RIJCOSX wB97M-V def2-TZVPD def2/J DEFGRID3
* xyz 0 1
O -1.607 -5.282 3.169
C -2.558 -5.713 2.511
O -3.825 -5.466 2.838
C -4.787 -6.225 2.045
C -3.960 -6.548 0.781
C -2.508 -6.561 1.210
H -5.757 -5.779 1.826
H -5.031 -7.127 2.606
H -4.031 -5.865 -0.065
H -4.240 -7.530 0.399
H -1.908 -5.922 0.562
H -2.147 -7.588 1.254
O 6.947 8.092 9.249
C 6.155 7.341 8.612
O 6.552 6.090 8.198
C 5.499 5.290 7.525
C 4.262 6.133 7.815
C 4.778 7.580 7.990
H 5.416 4.366 8.098
H 5.674 5.179 6.455
H 3.838 5.876 8.786
H 3.548 6.122 6.992
H 4.104 8.208 8.574
H 5.000 8.152 7.090
O -2.108 -2.108 -4.880
C -2.675 -2.010 -5.960
O -2.020 -2.227 -7.121
C -2.912 -2.129 -8.237
C -4.272 -2.171 -7.723
C -4.115 -1.575 -6.299
H -2.653 -2.910 -8.952
H -2.741 -1.216 -8.807
H -4.525 -3.226 -7.829
H -5.075 -1.705 -8.294
H -4.859 -1.848 -5.551
H -4.029 -0.503 -6.475
O 1.365 3.274 2.356
C 0.959 2.211 1.842
O 1.690 1.222 1.171
C 0.814 0.223 0.665
C -0.528 0.417 1.344
C -0.469 1.770 1.973
H 1.053 -0.811 0.916
H 0.766 0.316 -0.420
H -0.754 -0.278 2.152
H -1.355 0.262 0.651
H -0.842 1.787 2.997
H -1.116 2.455 1.425
O 4.502 0.011 -4.642
S 5.292 -0.929 -5.424
O 6.605 -0.624 -6.034
O 5.339 -2.416 -4.620
C 4.229 -2.833 -3.842
C 4.614 -4.029 -2.967
C 4.164 -1.366 -6.791
H 3.340 -2.997 -4.451
H 3.869 -2.023 -3.208
H 3.838 -4.259 -2.237
H 5.548 -3.851 -2.434
H 4.817 -4.911 -3.573
H 4.430 -2.336 -7.212
H 4.280 -0.580 -7.538
H 3.134 -1.280 -6.447
C -2.334 7.849 0.851
Br -3.134 7.471 2.667
Br -2.196 9.844 0.510
Br -3.272 7.031 -0.630
H -1.345 7.405 0.744
C -6.822 0.550 4.444
Br -7.687 -1.230 4.269
Br -7.929 1.773 5.545
Br -6.416 1.251 2.580
H -5.878 0.438 4.977
*
```

Output
calculated total energy: -17490.3784 Ha

These are the Mulliken partial charges, in e, on atoms 1 to 2: atom 1 (O): -0.611, atom 2 (C): 0.511

***

ORCA calculation (the ωB97M-V functional and the def2-TZVPD basis) on a cluster of 4 separate species, C3H16N2O3 in total.

The geometry in ORCA input format:
```
! RIJCOSX wB97M-V def2-TZVPD def2/J DEFGRID3
* xyz 0 1
C -1.213 0.645 1.309
C -0.202 1.725 0.976
N 0.890 1.018 0.238
C 1.828 0.191 1.079
N 2.891 -0.352 0.330
H -1.487 0.196 0.353
H -2.074 0.848 1.933
H -0.683 -0.210 1.734
H -0.634 2.331 0.182
H 0.226 2.196 1.861
H 1.405 1.530 -0.473
H 1.190 -0.624 1.414
H 2.176 0.796 1.920
H 2.600 -0.880 -0.480
H 3.672 0.251 0.148
O -2.374 0.659 -2.065
H -2.378 0.158 -2.886
H -2.506 0.043 -1.324
O 0.462 -1.133 -1.689
H 0.327 -0.377 -2.241
H 0.140 -0.774 -0.829
O -1.752 -2.682 -0.576
H -0.987 -2.399 -1.125
H -1.516 -3.157 0.210
*
```

Output
calculated total energy: -459.0988 Ha
SMILES: CCNCN.O.O.O

These are the natural (NBO) partial charges, in e, on atoms 1 to 2: atom 1 (C): -0.613, atom 2 (C): -0.232

***

ORCA calculation (the ωB97M-V functional and the def2-TZVPD basis) on an isolated molecule of C19H17ClN2O4.

The geometry in ORCA input format:
```
! RIJCOSX wB97M-V def2-TZVPD def2/J DEFGRID3
* xyz 0 1
C 3.211 3.736 3.045
C 1.887 3.323 2.744
C 1.215 3.509 1.439
N 1.139 2.206 0.788
C 0.857 2.057 -0.584
O 0.561 3.025 -1.207
C 0.874 0.635 -1.252
C 0.532 0.520 -2.710
C 1.069 1.205 -3.795
C 0.578 0.975 -5.077
C -0.340 -0.052 -5.280
C -0.913 -0.707 -4.185
C -0.472 -0.404 -2.901
C -0.975 -0.956 -1.600
N -0.107 -0.293 -0.602
C 0.149 -0.862 0.623
O 1.228 -0.650 1.182
C -0.742 -1.807 1.372
C -2.101 -1.484 1.505
C -2.955 -2.289 2.255
Cl -4.638 -1.865 2.551
C -2.477 -3.484 2.810
O -3.260 -4.245 3.624
C -1.159 -3.821 2.583
C -0.252 -2.965 1.976
O 1.109 -3.184 2.017
H 3.801 4.274 2.317
H 3.731 3.626 3.983
H 1.347 2.845 3.591
H 0.261 3.942 1.612
H 1.776 4.199 0.814
H 1.368 1.350 1.278
H 1.900 0.316 -1.104
H 1.862 1.950 -3.586
H 1.011 1.458 -5.965
H -0.615 -0.361 -6.295
H -1.708 -1.415 -4.349
H -2.030 -0.686 -1.441
H -0.839 -2.059 -1.592
H -2.480 -0.549 1.081
H -4.156 -3.894 3.624
H -0.773 -4.752 3.051
H 1.526 -2.369 1.660
*
```

Output
calculated total energy: -1604.8936 Ha
SMILES: C=CCNC(=O)[C@@H]1c2ccccc2CN1C(=O)c1cc(Cl)c(O)cc1O

These are the natural (NBO) partial charges, in e, on atoms 1 to 2: atom 1 (C): -0.372, atom 2 (C): -0.185

***

ORCA calculation (the ωB97M-V functional and the def2-TZVPD basis) on a cluster of 2 separate species, CHNO2 in total.

The geometry in ORCA input format:
```
! RIJCOSX wB97M-V def2-TZVPD def2/J DEFGRID3
* xyz 0 1
C 1.382 0.024 0.011
N 0.165 0.066 -0.010
O 2.509 0.278 -0.001
O -1.951 -0.659 0.000
H -2.104 0.292 0.000
*
```

Output
calculated total energy: -243.7200 Ha

These are the natural (NBO) partial charges, in e, on atoms 1 to 2: atom 1 (C): 0.731, atom 2 (N): -0.412

***

ORCA calculation (the ωB97M-V functional and the def2-TZVPD basis) on a cluster of 2 separate species, C5H11O2 in total.

The geometry in ORCA input format:
```
! RIJCOSX wB97M-V def2-TZVPD def2/J DEFGRID3
* xyz -1 1
C 0.304 -1.508 0.472
C 0.992 -2.578 1.303
C -1.190 -1.702 0.309
H 0.543 -0.563 0.949
H 0.710 -1.395 -0.535
H 0.768 -3.584 0.923
H 0.601 -2.649 2.321
H -1.693 -2.114 1.189
H -1.641 -0.755 0.011
H 2.074 -2.531 1.251
H -1.430 -2.400 -0.505
C 0.920 1.429 -1.558
C -0.172 1.671 -0.461
O 0.300 1.822 0.690
O -1.352 1.728 -0.853
H 1.065 0.355 -1.714
H 1.879 1.834 -1.235
H 0.627 1.853 -2.522
*
```

Output
calculated total energy: -347.6424 Ha

These are the natural (NBO) partial charges, in e, on atoms 1 to 2: atom 1 (C): -0.423, atom 2 (C): -0.598

***

ORCA calculation (the ωB97M-V functional and the def2-TZVPD basis) on a cluster of 2 separate species, C4H9N3 in total.

The geometry in ORCA input format:
```
! RIJCOSX wB97M-V def2-TZVPD def2/J DEFGRID3
* xyz 0 1
H 0.583 2.792 0.143
N 0.613 1.961 -0.439
C 0.260 0.835 0.152
N 1.127 -0.270 -0.275
C 2.503 -0.450 0.137
H 0.013 0.887 1.226
H 0.968 -0.454 -1.260
H 2.545 -1.004 1.075
H 3.035 -1.032 -0.617
H 3.007 0.515 0.200
C -2.841 -0.461 -0.021
C -1.373 -0.491 -0.089
N -0.638 -1.444 -0.238
H -3.239 0.513 -0.310
H -3.224 -0.705 0.972
H -3.341 -1.192 -0.656
*
```

Output
calculated total energy: -321.9107 Ha
SMILES: [H]/N=C/NC.CC#N

These are the natural (NBO) partial charges, in e, on atoms 1 to 2: atom 1 (H): 0.335, atom 2 (N): -0.659

***

Which of these has the highest calculated total energy? CHNO2